Record 1
DFT (wB97M-V/def2-TZVPD) results for the ion C5H12O3PS with charge +1.

Last column: Mulliken charge in e.
Geometry (Å):
C: 0.88015 -1.14702 1.47359  -0.9481
C: 2.06857 -0.16407 1.22323  -0.4013
C: -0.43243 -0.38374 1.44350  0.4377
C: -1.66721 -1.17963 1.13275  -1.1711
C: -0.62273 2.16396 -2.47028  -0.5193
O: 2.04272 0.48517 -0.10077  -0.3712
O: -0.42049 0.63743 0.45527  -0.2679
O: 0.56992 1.82533 -1.64089  -0.2576
P: 0.63222 0.54774 -0.75669  1.0328
S: -0.09549 -1.39772 -2.17961  -0.1653
H: 0.98711 -2.01275 0.85327  0.3503
H: 1.14380 -1.48821 2.46578  0.4441
H: 2.12001 0.47903 2.14782  0.2906
H: 2.94863 -0.77846 1.24961  0.3942
H: -0.61939 -0.00525 2.47597  0.2752
H: -1.58616 -1.58241 0.07168  0.2008
H: -2.53536 -0.51663 1.27534  0.3515
H: -1.91072 -1.93166 1.88533  0.4050
H: -0.22076 2.88982 -3.21940  0.2435
H: -1.46338 2.74025 -1.89004  0.2666
H: -1.09164 1.32532 -2.94550  0.2381
H: -0.72737 -0.50651 -2.94994  0.1713

Cartesian forces, eV/Å:
1.350 1.566 0.017
-0.557 -1.319 1.599
-0.943 -1.995 1.859
-0.809 -0.528 -0.698
-0.721 2.843 0.427
-0.497 -0.045 0.026
1.514 1.440 -2.118
-1.019 -0.677 0.218
-2.043 -1.394 -0.172
1.391 2.424 1.881
-0.399 -0.454 -0.796
-0.470 -0.235 0.423
-0.056 0.440 -1.714
0.608 0.066 -0.360
0.505 0.797 -0.993
-0.530 0.275 1.553
0.276 0.028 -0.705
0.613 -0.447 -0.245
-0.313 -0.889 0.595
1.961 -1.260 -0.520
0.203 -0.516 -0.131
-0.062 -0.120 -0.145

Results
ΔE to the lowest compared entry with this formula, charge and spin: 65.7 kJ/mol
charge: +1
highest occupied orbital energy: -14.13 eV

Record 2
DFT (wB97M-V/def2-TZVPD) results for a structure of composition C22H24F5NOP2Sm.

Last column: Mulliken charge in e.
Geometry (Å):
C: 2.77799 -1.49510 2.88535  -0.1720
C: 2.36822 -1.01585 1.65539  -0.1189
C: 1.74345 -1.90850 0.72790  -0.0077
C: 1.50068 -3.27564 1.09434  0.8788
C: 1.95476 -3.71212 2.36960  -0.9179
C: 2.59055 -2.83885 3.22816  -0.8208
C: 0.78220 -4.06340 0.18985  -0.8657
C: 0.33119 -3.56091 -1.03510  0.9032
C: 0.63452 -2.18934 -1.33655  -0.0253
C: 0.13333 -1.57605 -2.53085  0.1326
C: -0.62279 -2.33986 -3.40525  -0.3262
C: -0.89606 -3.68836 -3.13411  -0.8169
C: -0.44461 -4.29160 -1.97706  -0.9790
H: 3.26142 -0.80015 3.57918  0.4393
H: 1.79120 -4.75627 2.63166  0.4567
H: 2.95982 -3.18504 4.19765  0.3796
H: 0.60095 -5.10909 0.43007  0.4651
H: -0.99389 -1.86766 -4.32053  0.4484
H: -1.47725 -4.26252 -3.86302  0.3798
H: -0.65342 -5.33714 -1.75483  0.4563
N: 1.30998 -1.43848 -0.45280  -0.2094
Sm: -1.30706 0.84946 0.80125  0.7329
C: 2.55854 0.44039 1.28597  -0.9536
H: 2.62426 0.56111 0.18982  0.2830
H: 3.31268 0.97941 1.87392  0.7890
C: 0.42791 -0.11560 -2.78911  -1.0626
H: 1.41044 0.14593 -2.35725  0.4091
H: 0.31996 0.16729 -3.84637  0.8044
P: 1.15829 1.47314 1.74528  0.6788
P: -0.74627 1.01752 -1.90300  1.0575
C: -2.30422 0.86111 -2.84077  -1.3811
H: -3.03416 1.58839 -2.44326  0.3209
H: -2.06079 1.06745 -3.89535  0.4326
H: -2.69276 -0.16006 -2.70021  0.3927
C: -0.09854 2.68439 -2.32557  -1.1395
H: -0.07319 2.74663 -3.42764  0.4655
H: -0.76309 3.45183 -1.88734  0.3103
H: 0.91135 2.79880 -1.88595  0.2506
C: 0.79450 1.31736 3.51089  -1.4554
H: 1.75200 1.62917 3.94879  0.4250
H: -0.03809 1.98532 3.80873  0.4172
H: 0.54184 0.27083 3.75909  0.3993
C: 1.45919 3.19783 1.33499  -1.1311
H: 0.58055 3.82561 1.57640  0.3009
H: 2.32307 3.40426 1.98360  0.4968
H: 1.68713 3.27760 0.25499  0.2773
C: -3.31653 -0.09637 0.25106  0.2053
O: -4.31685 -0.63500 0.12297  -0.1455
H: -0.89350 -1.00326 0.70291  -0.1985
F: -1.20587 4.19515 0.20845  -0.2802
C: -1.92127 3.29012 0.99561  -0.0522
F: -1.66786 3.62393 2.33297  -0.2913
C: -3.41268 3.43391 0.69390  0.6627
F: -3.80335 4.70630 0.89642  -0.2436
F: -3.66119 3.11987 -0.63121  -0.2160
F: -4.19666 2.61211 1.47596  -0.2413

Cartesian forces, eV/Å:
-0.118 1.035 -0.997
0.497 0.301 0.635
-0.789 -0.415 -0.869
0.002 0.648 -0.049
0.332 0.065 0.404
-0.323 -1.348 0.150
0.215 -0.212 -0.150
0.038 0.629 -0.072
0.259 -0.111 1.221
-0.335 -0.166 -0.692
0.702 1.300 0.432
-0.129 -1.284 0.522
-0.179 -0.020 -0.562
-0.116 -0.348 -0.162
0.098 0.226 0.114
-0.214 0.025 -0.371
-0.082 0.125 0.025
0.089 -0.270 0.270
0.223 0.169 0.365
-0.070 0.195 -0.191
0.318 0.739 -0.225
2.231 2.426 1.763
0.095 0.391 0.359
0.430 0.028 0.551
0.896 -0.772 -0.549
-0.261 0.139 0.583
-0.278 -0.113 -0.532
0.369 -0.260 0.196
-2.148 -0.870 -1.165
0.424 -0.059 -0.723
0.135 0.184 0.032
0.258 -0.291 -0.373
-0.474 -0.133 0.243
0.109 0.342 -0.262
-0.219 -0.167 -0.022
0.163 0.283 0.461
0.380 -0.327 -0.391
-0.484 -0.028 -0.394
0.608 0.274 0.136
-0.469 -0.144 0.872
0.592 -0.208 -0.131
0.316 0.479 -0.055
0.701 -0.013 0.536
0.714 -0.381 -0.008
-0.031 0.937 -0.512
0.082 0.072 0.684
-6.099 -3.623 -1.373
2.653 1.486 0.292
-0.472 -1.463 -0.056
-0.798 -0.040 0.482
-0.112 -1.206 -0.450
-0.455 0.192 -0.433
-0.043 1.742 0.135
-0.541 -0.713 -0.242
0.266 0.027 1.432
1.046 0.526 -0.886

Results
ΔE to the lowest compared entry with this formula, charge and spin: 159.0 kJ/mol
charge: +1
multiplicity: 6
highest occupied orbital energy (alpha / beta): -10.63 / -10.62 eV

Record 3
DFT (wB97M-V/def2-TZVPD) results for a structure of composition C33H30Cl4N3O4SeZr.

Last column: Mulliken charge in e.
Geometry (Å):
Zr: -0.15029 0.41420 -0.37804  0.2556
C: -2.06126 -2.68111 0.05420  -1.4858
N: -2.32494 -1.53553 -0.82661  1.4847
C: -3.60278 -0.88865 -0.45231  -1.2858
C: -3.46437 0.33806 0.42226  -0.2299
C: -2.76884 0.13692 1.75078  -1.3589
N: -1.33033 -0.14227 1.62192  1.6314
C: -0.77542 -0.56883 2.69679  -1.0483
C: 0.63210 -0.70860 2.95408  0.2792
C: 1.04796 -1.46805 4.05734  -0.6463
C: 2.37681 -1.56924 4.39456  -0.8614
C: 3.31703 -0.86062 3.63333  -0.5407
C: 2.93367 -0.07419 2.57342  -1.0541
C: 1.57608 0.01890 2.19216  1.8020
O: 1.22258 0.77786 1.20629  -1.0625
C: -2.51447 -2.02199 -2.20933  -1.4571
C: -1.46598 -2.96807 -2.77658  -1.0802
C: -0.03730 -2.41128 -2.76851  -0.4431
N: -0.09536 -0.96177 -2.74039  1.1111
C: 0.08951 -0.35558 -3.84017  -0.6848
C: -0.09878 1.07149 -4.05775  1.0476
C: 0.26341 1.60848 -5.29591  -0.7276
C: 0.05466 2.93907 -5.59433  -0.8554
C: -0.54742 3.75421 -4.63505  -0.4789
C: -0.92663 3.24678 -3.40966  -0.9101
C: -0.70403 1.89813 -3.09059  0.0699
O: -1.07254 1.43864 -1.91423  -0.1830
H: -2.79350 -3.48346 -0.12307  0.3781
H: -2.13238 -2.37651 1.09373  0.5049
H: -1.05092 -3.05271 -0.10316  0.1826
H: -4.25944 -1.63495 0.02030  0.3406
H: -4.09980 -0.57475 -1.37176  0.5613
H: -4.46837 0.72198 0.62749  0.5218
H: -2.95388 1.13466 -0.12586  -0.0347
H: -3.25017 -0.66586 2.32570  0.5988
H: -2.86472 1.05840 2.32805  0.2242
H: -1.42725 -0.82529 3.54079  0.2461
H: 0.29624 -1.98942 4.64183  0.3929
H: 2.69137 -2.17744 5.23189  0.3846
H: 4.36921 -0.93135 3.88452  0.4342
H: 3.65747 0.47401 1.98278  0.4637
H: -2.58706 -1.13912 -2.84570  0.4250
H: -3.48344 -2.54550 -2.25990  0.6095
H: -1.77909 -3.15932 -3.80748  0.3544
H: -1.49104 -3.93084 -2.26233  0.4248
H: 0.51235 -2.76958 -3.64752  0.6348
H: 0.48281 -2.75414 -1.87950  -0.3404
H: 0.38626 -0.92607 -4.73196  0.1399
H: 0.72378 0.95196 -6.02736  0.3759
H: 0.35401 3.34230 -6.55267  0.3796
H: -0.71560 4.80302 -4.84981  0.4207
H: -1.37801 3.87319 -2.65068  0.4052
Cl: 6.36507 -1.27232 -1.81499  -0.2352
C: 4.71499 -1.35267 -1.29703  0.4395
C: 4.24790 -2.47225 -0.62852  0.4219
Cl: 5.30270 -3.80441 -0.29784  -0.2439
C: 2.91008 -2.52615 -0.21999  0.7684
Cl: 2.27467 -3.90529 0.61228  -0.2598
C: 2.04675 -1.46968 -0.46378  -1.0764
O: 0.77420 -1.47250 -0.10946  0.1222
C: 2.52525 -0.31782 -1.14900  0.2152
O: 1.65720 0.64771 -1.36989  -1.1473
C: 3.85075 -0.28088 -1.55959  0.4666
Cl: 4.39669 1.12511 -2.40328  -0.2338
Se: -0.91925 2.98387 0.53456  -0.3171
C: -0.53156 3.07155 2.40857  -0.0656
C: 0.77925 3.06580 2.88872  -0.3428
C: 1.03899 3.08237 4.25038  -0.3898
C: -0.00325 3.12441 5.16938  -0.5178
C: -1.30994 3.16602 4.70576  -0.6158
C: -1.56822 3.14306 3.33988  -0.3006
H: 1.59371 3.01991 2.17929  0.3748
H: 2.06592 3.05307 4.59546  0.3836
H: 0.20316 3.13128 6.23267  0.3660
H: -2.13580 3.21708 5.40653  0.3740
H: -2.59113 3.19252 2.98392  0.4979

Cartesian forces, eV/Å:
0.003 0.027 0.062
0.012 -0.006 0.004
0.003 -0.004 0.002
-0.013 0.012 0.000
0.004 0.001 0.025
0.006 -0.007 0.029
-0.035 0.060 0.000
0.040 0.002 -0.031
-0.013 -0.021 0.045
0.021 0.001 0.003
-0.021 -0.007 0.007
0.013 0.011 -0.019
0.016 -0.013 0.009
-0.015 0.020 -0.016
0.051 -0.051 0.027
-0.007 -0.002 -0.014
0.003 0.002 0.014
-0.004 0.017 0.003
0.007 -0.019 -0.056
-0.011 0.020 0.042
0.011 -0.008 -0.027
-0.002 -0.006 0.006
-0.003 0.006 0.004
0.003 -0.002 -0.002
0.016 0.009 -0.003
0.007 0.039 -0.002
-0.090 -0.034 -0.082
-0.001 0.002 0.000
-0.008 0.002 0.000
0.001 -0.003 -0.001
0.006 -0.007 -0.007
0.001 0.013 0.003
-0.008 -0.008 -0.012
-0.002 0.000 -0.005
-0.006 -0.002 -0.009
0.002 0.002 -0.007
-0.008 0.000 -0.005
-0.004 0.001 -0.002
0.003 0.000 -0.001
-0.001 0.000 0.002
-0.002 0.003 0.000
0.002 -0.001 0.003
0.001 -0.002 0.005
0.000 0.005 -0.003
0.000 -0.003 -0.003
-0.004 -0.009 -0.001
0.006 0.006 0.005
0.000 -0.005 -0.001
0.000 0.002 -0.001
0.000 0.003 0.002
-0.001 0.000 0.000
-0.002 -0.005 0.004
0.001 0.000 -0.001
-0.002 0.004 0.007
0.005 0.001 -0.002
0.001 0.002 0.000
-0.003 0.009 0.004
0.000 -0.003 0.001
0.032 0.002 -0.007
-0.031 -0.002 0.020
-0.022 0.000 -0.011
0.025 -0.015 -0.029
0.011 -0.006 0.016
0.000 0.004 -0.003
0.028 -0.046 0.009
-0.029 0.000 -0.003
0.010 0.004 -0.035
-0.010 -0.002 0.024
0.014 0.002 -0.014
-0.008 -0.007 -0.016
0.000 0.005 0.028
-0.001 0.004 0.003
-0.002 0.001 0.007
-0.001 -0.001 0.001
0.002 0.000 0.004
-0.002 0.003 0.000

Results
ΔE to the lowest compared entry with this formula, charge and spin: 42.9 kJ/mol
charge: -1
highest occupied orbital energy: -4.65 eV

Record 4
DFT (wB97M-V/def2-TZVPD) results for a cluster of 2 separate species, C4H10O in total.

Last column: Mulliken charge in e.
Geometry (Å):
C: 1.35111 -1.09440 -0.49740  -1.0799
C: 0.64515 -0.64604 0.78515  -0.2070
C: 0.24308 0.80155 0.73466  -0.1230
C: -0.97812 1.27018 0.98808  -0.8436
O: -1.59352 0.30300 -2.01164  -0.6794
H: 0.67955 -0.98978 -1.35630  0.3098
H: 2.24385 -0.48554 -0.68569  0.3029
H: 1.66890 -2.13980 -0.42558  0.3230
H: -0.24103 -1.26663 0.96955  0.2341
H: 1.31349 -0.79607 1.64448  0.2751
H: -1.17089 0.85191 -1.33772  0.3327
H: 1.03500 1.50372 0.46498  0.2586
H: -1.79079 0.60288 1.27348  0.2986
H: -1.20760 2.33198 0.95445  0.2755
H: -2.19819 -0.24699 -1.50050  0.3227

Cartesian forces, eV/Å:
0.011 -0.013 -0.056
-0.044 -0.006 0.056
-0.152 0.077 0.084
0.166 -0.028 0.092
-0.074 -0.034 0.050
0.139 -0.037 0.104
-0.145 -0.093 0.030
-0.058 0.157 -0.019
0.115 0.104 -0.026
-0.063 0.042 -0.126
-0.008 -0.053 -0.038
-0.116 -0.077 0.047
0.126 0.074 -0.063
0.070 -0.145 -0.021
0.033 0.031 -0.114

Results
ΔE to the lowest compared entry with this formula, charge and spin: 72.9 kJ/mol
structure (SMILES): C=CCC.O
highest occupied orbital energy: -10.02 eV

Q: The lowest ΔE to the lowest compared entry with this formula, charge and spin belongs to which entry?
A: C33H30Cl4N3O4SeZr